Model P:
{"formula": "C3H3FN2O", "method": "ωB97M-V with the def2-TZVPD basis set", "species": ["C", "C", "C", "N", "N", "O", "F", "H", "H", "H"], "xyz": [[-0.5863, 1.5346, 0.0051], [0.7751, -0.1732, 0.3686], [-1.2780, -0.5016, -0.2028], [0.6070, 1.0651, 0.2459], [1.6362, -1.0831, 0.1131], [-1.6257, 0.7893, -0.1298], [-2.3286, -1.1846, 0.1629], [-0.5997, 2.5742, -0.2885], [1.8007, -1.0859, -0.8795], [1.5994, -1.9350, 0.6049]], "nbo_charge": [0.2472, 0.3608, 0.4136, -0.4669, -0.7631, -0.4246, -0.3308, 0.1808, 0.3830, 0.3999], "total_charge": 0, "orbital_gap_ev": [7.960, 7.961], "e_homo_ev": [-7.39, -7.39], "lumo_ev": [0.5751, 0.5754]}

=====

Model Q:
{"formula": "C3H3FN2O", "method": "ωB97M-V with the def2-TZVPD basis set", "species": ["C", "C", "N", "N", "O", "C", "F", "H", "H", "H"], "xyz": [[0.4525, -1.0445, -0.8487], [0.2081, 0.0446, 0.1550], [1.0072, 0.3790, 1.2057], [0.4994, 1.3175, 1.9191], [-0.8080, 1.6080, 1.3417], [-0.8433, 0.8308, 0.2827], [-1.7790, 0.9529, -0.5751], [1.5383, -1.1418, -1.3544], [0.0701, -2.0705, -0.4338], [-0.3453, -0.8760, -1.6923]], "nbo_charge": [-0.6554, -0.0817, -0.1685, 0.0950, -0.3199, 0.6697, -0.2629, 0.2526, 0.2370, 0.2340], "total_charge": 0, "orbital_gap_ev": 10.759, "smiles": "Cc1nnoc1F", "e_homo_ev": -10.05, "lumo_ev": 0.7056}

=====

Most stable structure, least stable structure: model Q, model P.

=====

Model P:
{"formula": "C4H4O4", "method": "ωB97M-V with the def2-TZVPD basis set", "species": ["O", "C", "C", "O", "C", "O", "C", "O", "H", "H", "H", "H"], "xyz": [[2.3815, -1.2562, -0.5759], [2.3489, -0.2276, 0.0100], [0.9023, 0.4112, 0.0811], [0.8432, 1.6736, -0.0934], [-0.3025, -0.3355, 0.1731], [-0.0643, -1.4732, 0.5103], [-1.5668, 0.3796, -0.0816], [-2.5645, -0.5932, -0.4465], [3.1691, 0.5277, 0.4522], [-1.7077, 1.1189, 0.9325], [-1.1592, 1.3024, -0.8723], [-2.2801, -1.5275, -0.0895]], "nbo_charge": [-0.4431, 0.3767, 0.3721, -0.4897, 0.4101, -0.4710, -0.1681, -0.7078, 0.1515, 0.2189, 0.2534, 0.4971], "total_charge": 0, "orbital_gap_ev": 8.506, "smiles": "O=CC(=O)C(=O)CO", "e_homo_ev": -9.99, "lumo_ev": -1.4873}

=====

Model Q:
{"formula": "C4H4O4", "method": "ωB97M-V with the def2-TZVPD basis set", "species": ["O", "C", "C", "C", "O", "C", "O", "O", "H", "H", "H", "H"], "xyz": [[-2.9169, -0.5215, -0.2170], [-1.8518, -0.4049, 0.3959], [-0.9208, 0.6672, -0.2342], [0.5679, 0.5341, -0.0630], [1.3595, 1.4951, 0.0564], [1.3056, -0.8174, -0.1043], [0.8123, -1.9540, -0.1331], [2.6575, -0.6361, -0.0159], [-1.6851, -0.9448, 1.3215], [-1.0129, 1.6612, 0.2232], [-1.1476, 0.6656, -1.3244], [2.8322, 0.2554, 0.0950]], "nbo_charge": [-0.4985, 0.4259, -0.6136, 0.4865, -0.5159, 0.6728, -0.5285, -0.6434, 0.1585, 0.2702, 0.2862, 0.4997], "total_charge": 0, "orbital_gap_ev": 9.430, "smiles": "O=CCC(=O)C(=O)O", "e_homo_ev": -10.59, "lumo_ev": -1.1627}

=====

Most stable structure, least stable structure: model Q, model P.